one:
2 unconnected molecules or ions with the total composition C19H10F5O6S2, computed with ωB97M-V with the def2-TZVPD basis set.

Cartesian coordinates (Å):
F: -1.8452 1.9643 3.2299
C: -2.6943 1.0123 2.8128
C: -4.0170 1.2619 2.6984
F: -4.5126 2.4838 2.9571
C: -4.9795 0.2307 2.3247
O: -6.1931 0.4536 2.2371
C: -4.4058 -1.0907 2.0889
F: -5.2664 -2.0743 1.7745
C: -3.0833 -1.3372 2.2000
F: -2.5990 -2.5801 2.0474
C: -2.1097 -0.2973 2.5289
O: -0.8918 -0.5173 2.6055
F: 1.2328 1.2850 0.5074
C: 0.4147 0.2783 0.2025
S: -1.0865 0.8064 -0.6088
C: -0.6871 1.0153 -2.3549
C: -0.9891 -0.0086 -3.2567
C: -0.6059 0.1173 -4.5930
C: 0.0683 1.2641 -5.0219
C: 0.3679 2.2857 -4.1151
C: -0.0237 2.1700 -2.7798
O: -2.0224 -0.2962 -0.5498
O: -1.4028 2.1017 -0.0509
S: 1.2790 -1.1098 -0.4538
C: 2.7599 -1.1273 0.5501
C: 3.9129 -0.4735 0.1071
C: 5.0469 -0.4692 0.9214
C: 5.0177 -1.1196 2.1584
C: 3.8538 -1.7569 2.5988
C: 2.7130 -1.7513 1.7960
O: 0.5445 -2.3262 -0.2026
O: 1.7292 -0.7747 -1.7935
H: -1.5246 -0.8898 -2.9063
H: -0.8325 -0.6942 -5.2865
H: 0.3767 1.3538 -6.0634
H: 0.9138 3.1745 -4.4361
H: 0.1815 2.9628 -2.0616
H: 3.9090 0.0272 -0.8594
H: 5.9451 0.0456 0.5773
H: 5.9096 -1.1318 2.7830
H: 3.8168 -2.2626 3.5640
H: 1.7791 -2.2059 2.1228

* net charge: -1
* HOMO-LUMO gap: 0.1685 Eh
* LUMO: 0.0224 Ha

---

two:
A gas-phase ion, C19H10F5O6S2 (charge -1), computed with ωB97M-V with the def2-TZVPD basis set.

Cartesian coordinates (Å):
F: -0.0395 3.7801 0.1762
C: -0.8568 3.2582 1.1120
C: -2.0056 3.8869 1.4979
F: -2.3875 5.0328 0.9163
C: -2.8454 3.3524 2.5594
O: -3.9600 3.8349 2.8264
C: -2.2823 2.2384 3.3035
F: -2.9279 1.8315 4.4054
C: -1.1315 1.6279 2.9051
F: -0.5949 0.6096 3.6028
C: -0.4718 2.0536 1.7340
O: 0.5768 1.3297 1.2340
F: 0.8302 1.1221 -1.0022
C: 0.2309 0.5918 0.1059
S: -1.5872 0.4408 -0.2809
C: -1.9553 -0.8826 -1.4243
C: -2.5011 -2.0515 -0.8990
C: -2.8478 -3.0874 -1.7626
C: -2.6610 -2.9418 -3.1391
C: -2.1334 -1.7531 -3.6551
C: -1.7984 -0.7028 -2.7978
O: -2.2144 -0.0021 0.9505
O: -1.9971 1.6686 -0.9339
S: 0.9637 -1.1440 0.3544
C: 2.7420 -0.9995 0.1830
C: 3.3537 -1.4690 -0.9809
C: 4.7325 -1.3060 -1.1347
C: 5.4844 -0.7074 -0.1188
C: 4.8621 -0.2806 1.0589
C: 3.4845 -0.4383 1.2210
O: 0.6433 -1.5609 1.7005
O: 0.5554 -1.9150 -0.8049
H: -2.6383 -2.1354 0.1764
H: -3.2575 -4.0024 -1.3338
H: -2.9247 -3.7605 -3.8113
H: -1.9753 -1.6336 -4.7279
H: -1.4001 0.2423 -3.1657
H: 2.7525 -1.9475 -1.7500
H: 5.2047 -1.6510 -2.0529
H: 6.5604 -0.5761 -0.2430
H: 5.4383 0.1787 1.8603
H: 2.9796 -0.1316 2.1350

* net charge: -1
* HOMO-LUMO gap: 0.2047 Eh
* LUMO: 0.0797 Ha

---

two takes first place; second place is 0.0274 hartree up.

---

one:
2 unconnected molecules or ions with the total composition C8H8, computed with ωB97M-V with the def2-TZVPD basis set.

Cartesian coordinates (Å):
C: 1.5401 -0.4908 -0.8763
C: 2.4987 0.1335 -0.5441
C: -1.7220 -0.7597 -0.3002
C: -0.5663 -1.2923 0.3508
C: 0.3889 -0.4363 0.9381
C: 0.3161 0.9267 0.8027
C: -0.7326 1.4110 -0.0482
C: -1.7498 0.6300 -0.5321
H: 0.7089 -1.3277 -1.0630
H: 3.4394 0.7661 -0.5204
H: -2.4414 -1.4372 -0.5660
H: -0.4576 -2.3481 0.7524
H: 1.2455 -0.7305 1.5194
H: 0.9148 1.5738 1.4411
H: -0.8004 2.4100 -0.2043
H: -2.5823 0.9714 -1.1498

* net charge: 0
* HOMO-LUMO gap: 0.3307 Eh
* LUMO: 0.0377 Ha

---

two:
2 unconnected molecules or ions with the total composition C8H8, computed with ωB97M-V with the def2-TZVPD basis set.

Cartesian coordinates (Å):
C: -0.2184 -0.8581 0.0684
C: 1.0394 -1.3922 -0.0372
C: 2.1860 -0.5814 -0.1040
C: 2.1379 0.8108 0.0130
C: 0.7865 1.3942 -0.1170
C: -0.4113 0.5570 0.0111
C: -3.1676 -0.0827 -0.4279
C: -2.4066 0.0752 0.5212
H: -1.1152 -1.4277 0.0615
H: 1.3180 -2.4504 0.1516
H: 3.1627 -1.1626 -0.1668
H: 3.1092 1.4795 -0.0421
H: 0.8909 2.5246 0.0318
H: -1.3223 1.2139 0.3018
H: -3.8744 0.1525 -1.2647
H: -1.8435 0.1341 1.3614

* net charge: 0
* HOMO-LUMO gap: 0.3608 Eh
* LUMO: 0.0337 Ha

---

one takes first place; second place is 0.0307 hartree up.

---

one:
A single C8H8 molecule, computed with ωB97M-V with the def2-TZVPD basis set.

Cartesian coordinates (Å):
C: -2.8138 -0.1640 -0.0638
C: -1.5350 -0.0391 0.1016
C: -0.8463 1.2410 0.0391
C: 0.5879 1.1767 -0.0506
C: 1.4645 -0.0343 -0.0745
C: 2.8113 0.0531 0.0298
C: 0.7173 -1.2972 -0.0193
C: -0.5914 -1.2723 -0.0953
H: -3.1790 0.9940 0.1612
H: -3.5992 -0.8748 0.0885
H: -1.2495 2.1902 0.0368
H: 1.0487 2.1237 -0.3168
H: 3.5495 -0.6881 0.5814
H: 3.3537 0.9998 -0.2651
H: 1.3092 -2.3080 0.0090
H: -1.0279 -2.1008 -0.1620

* net charge: 0
* HOMO-LUMO gap: 0.2853 Eh
* LUMO: -0.0042 Ha

---

two:
A molecular structure, C8H8, computed with ωB97M-V with the def2-TZVPD basis set.

Cartesian coordinates (Å):
C: -2.2671 0.3653 0.3119
C: -1.2894 -0.1286 1.0753
C: -0.6391 -0.8999 2.0383
C: 0.8467 -0.6214 1.2019
C: -1.7839 0.3666 -1.1054
C: -0.4913 -0.5118 -1.1799
C: -0.0267 -0.4323 0.2387
C: 2.2401 -0.8856 1.3593
H: -3.2173 0.9511 0.6732
H: -2.4846 -0.1437 -1.8391
H: -1.5559 1.2968 -1.4408
H: -0.6417 -1.6284 -1.3183
H: 0.3532 -0.0384 -1.8203
H: 2.6259 -0.9411 2.5000
H: 2.7882 -0.1376 0.8148
H: 2.5085 -1.8790 0.7994

* net charge: 0
* HOMO-LUMO gap: 0.2981 Eh
* LUMO: 0.0118 Ha

---

three:
2 unconnected molecules or ions with the total composition C8H8, computed with ωB97M-V with the def2-TZVPD basis set.

Cartesian coordinates (Å):
C: -0.1006 2.2745 0.3614
C: 0.9098 1.8447 0.8558
C: -0.9726 0.2314 0.5115
C: -1.3781 -0.3219 -0.7171
C: -0.6919 -1.3139 -1.3578
C: 0.5892 -1.6010 -0.8995
C: 0.9830 -1.1564 0.2900
C: 0.2022 -0.3222 1.0728
H: -1.0288 2.6274 -0.0592
H: 1.8744 1.6094 1.3300
H: -1.4606 1.0608 0.9167
H: -2.2762 -0.1021 -1.1328
H: -0.8593 -1.6279 -2.3823
H: 1.3135 -2.2341 -1.4069
H: 2.0876 -1.0932 0.7236
H: 0.8084 0.1243 1.8940

* net charge: 0
* HOMO-LUMO gap: 0.3185 Eh
* LUMO: 0.0278 Ha

---

one takes first place; second place is 0.0488 hartree up.

---

one:
A single C11H11NO2 molecule, computed with ωB97M-V with the def2-TZVPD basis set.

Cartesian coordinates (Å):
C: 0.8908 -2.6464 1.4855
C: -2.0929 0.1873 2.4572
C: -2.6312 0.9101 1.3479
C: -0.9075 -0.4524 2.2971
C: -1.9356 1.1032 0.1786
C: -0.2648 -0.4740 1.0865
C: -0.6238 0.4734 0.0151
C: 0.5448 -1.5649 0.6816
C: 0.1493 0.5522 -1.1608
C: 2.3065 0.5207 -0.0504
C: 0.4770 0.4582 -3.4842
N: 1.1493 -3.5814 2.1375
O: 1.4990 0.4969 -1.1801
O: -0.4538 0.6825 -2.3551
H: -2.5498 0.0521 3.3360
H: -3.5561 1.2926 1.4387
H: -0.5363 -0.9769 3.0707
H: -2.3204 1.7086 -0.5397
H: 0.9533 -1.7150 -0.3447
H: 2.2874 1.5187 0.5683
H: 3.4229 0.5558 -0.3789
H: 2.2051 -0.3196 0.5168
H: 1.4954 0.9227 -3.2795
H: -0.0412 0.9432 -4.3296
H: 0.5325 -0.6478 -3.5145

* net charge: 0
* HOMO-LUMO gap (spin up / spin down): 0.2396 / 0.2399 Eh
* LUMO (spin up / spin down): -0.0182 / -0.0180 Ha

---

two:
A single C11H11NO2 molecule, computed with ωB97M-V with the def2-TZVPD basis set.

Cartesian coordinates (Å):
C: -0.4774 2.9489 0.0533
C: 3.5759 0.5437 -0.0270
C: 3.1158 -0.7531 0.1560
C: 2.6673 1.5403 -0.2593
C: 1.8068 -1.1037 0.1110
C: 1.3460 1.2257 -0.3484
C: 0.9320 -0.1027 -0.0023
C: -0.0301 1.7924 -0.6578
C: -0.5188 0.2873 -0.1579
C: -1.5060 -0.8754 1.8047
C: -2.5405 0.3603 -1.2690
N: -0.8896 3.9324 0.4862
O: -1.2250 0.3428 1.1610
O: -1.2994 -0.3110 -1.0942
H: 4.6194 0.7404 -0.1116
H: 3.8095 -1.4241 0.3918
H: 3.0924 2.5033 -0.4713
H: 1.5442 -2.1290 0.2694
H: -0.2572 1.9070 -1.6731
H: -1.6476 -0.8649 2.9979
H: -0.6291 -1.6939 1.5459
H: -2.4964 -1.2968 1.4897
H: -2.9127 0.7603 -0.2796
H: -3.2310 -0.5205 -1.5114
H: -2.6999 1.3299 -1.9285

* net charge: 0
* HOMO-LUMO gap: 0.3799 Eh
* LUMO: 0.0278 Ha

---

two takes first place; second place is 0.0166 hartree up.